{
  "formula": "C46H49N10OPS",
  "method": "wB97M-V/def2-TZVPD",
  "homo_ev": -8.85,
  "smiles": "C#C[PH3]CCSc1nnco1.c1ccncc1.c1ccncc1.c1ccncc1.c1ccncc1.c1ccncc1.c1ccncc1.c1ccncc1.c1ccncc1",
  "multiplicity": 1,
  "elements": ["C", "C", "P", "C", "C", "S", "C", "N", "N", "C", "O", "H", "H", "H", "H", "H", "H", "H", "H", "H", "C", "C", "C", "N", "C", "C", "H", "H", "H", "H", "H", "C", "C", "C", "N", "C", "C", "H", "H", "H", "H", "H", "C", "C", "C", "N", "C", "C", "H", "H", "H", "H", "H", "C", "C", "C", "N", "C", "C", "H", "H", "H", "H", "H", "C", "C", "C", "N", "C", "C", "H", "H", "H", "H", "H", "C", "C", "C", "N", "C", "C", "H", "H", "H", "H", "H", "C", "C", "C", "N", "C", "C", "H", "H", "H", "H", "H", "C", "C", "C", "N", "C", "C", "H", "H", "H", "H", "H"],
  "positions_angstrom": [[-3.9084, -0.2377, -2.7140], [-4.2486, 0.8568, -3.1551], [-4.9762, 2.5918, -3.6104], [-5.8174, 4.2692, -3.9729], [-6.2966, 4.8976, -2.5726], [-8.1222, 5.2062, -2.4860], [-8.9632, 3.6344, -2.7597], [-8.5128, 2.3538, -2.6325], [-9.4779, 1.4460, -2.9815], [-10.5470, 2.2319, -3.2898], [-10.2934, 3.5808, -3.1753], [-3.9112, -1.1664, -2.0869], [-6.2533, 1.9566, -3.7015], [-4.3742, 3.0578, -2.3961], [-4.1777, 2.6214, -4.7891], [-6.7536, 4.0540, -4.5843], [-5.1547, 4.9634, -4.5639], [-5.7363, 5.8626, -2.3656], [-6.0549, 4.2196, -1.6948], [-11.5514, 1.8560, -3.6137], [1.1299, -0.6046, -2.1946], [-0.1083, -0.1349, -2.6028], [-0.5117, 1.1155, -2.1608], [0.2250, 1.8967, -1.3575], [1.4179, 1.4178, -0.9755], [1.9128, 0.1839, -1.3649], [1.4819, -1.5781, -2.5199], [-0.7463, -0.7241, -3.2491], [-1.4708, 1.5278, -2.4550], [1.9914, 2.0702, -0.3242], [2.8848, -0.1524, -1.0279], [0.1977, 1.3883, 4.1648], [-0.6133, 0.3708, 4.6432], [-1.3472, -0.3667, 3.7280], [-1.3228, -0.1528, 2.4066], [-0.5331, 0.8364, 1.9687], [0.2426, 1.6291, 2.8003], [0.7884, 1.9875, 4.8484], [-0.6744, 0.1545, 5.7017], [-1.9943, -1.1752, 4.0532], [-0.5345, 0.9889, 0.8952], [0.8647, 2.4146, 2.3900], [5.9200, -2.2532, -3.8166], [4.6835, -1.7853, -4.2257], [4.2773, -0.5351, -3.7864], [5.0119, 0.2472, -2.9839], [6.2033, -0.2291, -2.6008], [6.7004, -1.4635, -2.9879], [6.2733, -3.2262, -4.1402], [4.0473, -2.3767, -4.8718], [3.3181, -0.1235, -4.0814], [6.7753, 0.4241, -1.9495], [7.6729, -1.7984, -2.6490], [4.6035, 6.7005, 0.3261], [4.6087, 5.9916, -0.8647], [3.9260, 4.7863, -0.9130], [3.2636, 4.2634, 0.1256], [3.2748, 4.9657, 1.2649], [3.9230, 6.1811, 1.4163], [5.1246, 7.6479, 0.4041], [5.1301, 6.3653, -1.7365], [3.8982, 4.1962, -1.8234], [2.7316, 4.5168, 2.0904], [3.8966, 6.7067, 2.3622], [-2.7087, 4.1509, 7.6609], [-2.4310, 2.8135, 7.8939], [-1.1577, 2.3490, 7.6061], [-0.1778, 3.1157, 7.1117], [-0.4719, 4.4033, 6.8940], [-1.7114, 4.9668, 7.1512], [-3.6924, 4.5532, 7.8742], [-3.1851, 2.1459, 8.2904], [-0.8919, 1.3108, 7.7746], [0.3395, 5.0010, 6.4913], [-1.8915, 6.0163, 6.9570], [2.3311, -6.4964, -4.3698], [1.0936, -6.0222, -4.7774], [0.6936, -4.7707, -4.3366], [1.4316, -3.9924, -3.5355], [2.6216, -4.4733, -3.1542], [3.1154, -5.7087, -3.5415], [2.6806, -7.4701, -4.6940], [0.4537, -6.6099, -5.4230], [-0.2645, -4.3552, -4.6309], [3.1963, -3.8215, -2.5035], [4.0876, -6.0452, -3.2028], [6.8119, -4.3439, 1.4669], [6.0852, -5.5159, 1.6063], [5.6732, -6.1721, 0.4573], [5.9330, -5.7380, -0.7820], [6.6347, -4.6033, -0.8902], [7.0955, -3.8743, 0.1941], [7.1533, -3.8017, 2.3413], [5.8439, -5.9120, 2.5841], [5.1047, -7.0943, 0.5148], [6.8275, -4.2751, -1.9060], [7.6607, -2.9628, 0.0465], [-5.4116, -3.8648, 3.6928], [-5.1324, -5.2036, 3.9193], [-3.8576, -5.6650, 3.6312], [-2.8785, -4.8940, 3.1428], [-3.1732, -3.6050, 2.9309], [-4.4144, -3.0445, 3.1890], [-6.3964, -3.4649, 3.9064], [-5.8865, -5.8744, 4.3108], [-3.5901, -6.7039, 3.7946], [-2.3615, -3.0042, 2.5324], [-4.5953, -1.9940, 2.9998]]
}

=====

{
  "formula": "C46H50As2IrN7O3",
  "method": "wB97M-V/def2-TZVPD",
  "homo_ev": [-15.04, -15.03],
  "s_squared": 0.76,
  "relative_energy_kj_mol": 132.06,
  "multiplicity": 2,
  "total_charge": 3,
  "elements": ["Ir", "C", "C", "N", "N", "C", "O", "C", "C", "C", "C", "C", "C", "C", "C", "C", "C", "C", "N", "H", "H", "H", "H", "H", "H", "H", "H", "H", "H", "H", "H", "C", "C", "As", "C", "C", "C", "C", "C", "C", "C", "C", "C", "C", "C", "C", "As", "C", "C", "C", "C", "C", "C", "C", "C", "C", "C", "C", "C", "H", "H", "H", "H", "H", "H", "H", "H", "H", "H", "H", "H", "H", "H", "H", "H", "H", "H", "H", "H", "H", "H", "H", "H", "N", "C", "C", "C", "C", "N", "C", "N", "N", "C", "O", "O", "H", "H", "H", "H", "H", "H", "H", "H", "H", "H", "H", "H", "H", "H"],
  "positions_angstrom": [[-0.1666, 0.4070, -0.0928], [-1.9928, -0.2899, 3.7896], [-1.6686, -0.0204, 2.3622], [-0.4653, 0.0282, 1.8849], [0.6298, -0.3915, 2.5668], [1.4755, -0.9224, 1.6968], [1.1686, -1.0555, 0.4234], [2.7656, -1.4578, 2.1345], [3.0615, -1.5507, 3.4948], [4.2844, -2.0572, 3.8998], [5.2163, -2.4623, 2.9526], [4.9303, -2.3567, 1.5964], [3.7081, -1.8548, 1.1850], [-2.6645, 0.0094, 1.2909], [-4.0360, -0.0254, 1.5277], [-4.9178, -0.0936, 0.4683], [-4.4077, -0.1313, -0.8252], [-3.0444, -0.1112, -1.0063], [-2.1727, -0.0507, 0.0168], [-1.0927, -0.2048, 4.3917], [-2.4033, -1.2932, 3.9263], [-2.7387, 0.4216, 4.1472], [2.3278, -1.2351, 4.2236], [4.5153, -2.1363, 4.9534], [6.1733, -2.8535, 3.2723], [5.6669, -2.6577, 0.8633], [3.4934, -1.7416, 0.1295], [-4.3930, 0.0024, 2.5478], [-5.9852, -0.1172, 0.6425], [-5.0561, -0.1835, -1.6888], [-2.6089, -0.1321, -1.9945], [-0.2465, -1.7572, -2.9964], [0.3051, -2.8671, -2.1103], [-0.6303, -3.0952, -0.4202], [0.2853, -4.3426, 0.6604], [1.6758, -4.2412, 0.7650], [2.3604, -5.1647, 1.5328], [1.6623, -6.1663, 2.1998], [0.2766, -6.2496, 2.1095], [-0.4245, -5.3333, 1.3463], [-2.4181, -3.6594, -0.7827], [-3.3511, -3.5946, 0.2510], [-4.6457, -4.0396, 0.0347], [-5.0087, -4.5343, -1.2119], [-4.0800, -4.5904, -2.2440], [-2.7804, -4.1527, -2.0359], [0.3556, 0.0126, -2.4383], [2.2481, -0.0585, -2.7990], [2.7231, -0.8510, -3.8447], [4.0783, -0.8834, -4.1328], [4.9646, -0.1166, -3.3879], [4.4936, 0.6791, -2.3546], [3.1375, 0.7095, -2.0538], [-0.3621, 1.2135, -3.7652], [0.4170, 2.3005, -4.1565], [-0.0801, 3.2127, -5.0786], [-1.3450, 3.0360, -5.6204], [-2.1167, 1.9429, -5.2459], [-1.6289, 1.0327, -4.3195], [-1.3352, -1.7683, -3.0653], [0.1278, -1.8734, -4.0132], [1.3592, -2.7134, -1.8783], [0.2181, -3.8440, -2.5939], [2.2165, -3.4462, 0.2674], [3.4372, -5.1037, 1.6157], [2.2031, -6.8889, 2.7966], [-0.2541, -7.0341, 2.6314], [-1.5012, -5.4065, 1.2665], [-3.0657, -3.2180, 1.2269], [-5.3684, -4.0130, 0.8400], [-6.0170, -4.8897, -1.3783], [-4.3623, -4.9920, -3.2080], [-2.0614, -4.2264, -2.8424], [2.0524, -1.4384, -4.4586], [4.4407, -1.4991, -4.9450], [6.0216, -0.1376, -3.6180], [5.1826, 1.2765, -1.7723], [2.7982, 1.3100, -1.2264], [1.4238, 2.4228, -3.7708], [0.5319, 4.0486, -5.3911], [-1.7225, 3.7376, -6.3522], [-3.0900, 1.7897, -5.6928], [-2.2298, 0.1620, -4.0823], [-0.8201, 2.3283, -0.6270], [-0.3485, 3.2865, 0.4297], [-0.1976, 4.6714, -0.2219], [0.4373, 5.8378, 0.5425], [-0.2246, 6.3269, 1.8280], [0.1518, 5.4788, 2.9552], [-0.0621, 5.7800, 4.2226], [-0.7385, 6.8749, 4.5683], [0.3718, 4.9434, 5.1790], [0.9713, 2.7126, 0.9937], [1.5021, 3.2852, 1.9339], [1.4491, 1.6599, 0.4189], [-0.3061, 2.5794, -1.4719], [-1.7994, 2.4603, -0.8776], [-1.0795, 3.3000, 1.2401], [-1.1862, 4.9725, -0.5826], [0.4237, 4.5315, -1.1146], [0.4403, 6.6817, -0.1482], [1.4871, 5.6226, 0.7508], [-1.3141, 6.3718, 1.7309], [0.1397, 7.3417, 2.0085], [0.6976, 4.6369, 2.7274], [-1.0235, 7.5483, 3.8788], [-0.8633, 7.1277, 5.5340], [1.0192, 4.2137, 4.9263], [0.3996, 5.2475, 6.1382]]
}

=====

{
  "formula": "C46H50BrNO7SSbZr",
  "method": "wB97M-V/def2-TZVPD",
  "homo_ev": -10.34,
  "relative_energy_kj_mol": 100.24,
  "multiplicity": 1,
  "total_charge": 1,
  "elements": ["Zr", "C", "O", "C", "C", "O", "C", "C", "O", "C", "H", "H", "H", "H", "H", "H", "H", "H", "H", "H", "H", "H", "H", "H", "C", "C", "C", "C", "C", "C", "C", "S", "O", "O", "N", "C", "C", "O", "O", "H", "H", "H", "H", "H", "H", "H", "H", "H", "Br", "C", "C", "C", "C", "C", "C", "C", "C", "C", "C", "H", "H", "H", "H", "H", "H", "C", "C", "C", "C", "C", "C", "C", "Sb", "C", "C", "C", "C", "C", "C", "C", "C", "C", "C", "C", "C", "C", "C", "H", "H", "H", "H", "H", "H", "H", "H", "H", "H", "H", "H", "H", "H", "H", "H", "H", "H", "H", "H", "H"],
  "positions_angstrom": [[-0.8944, 1.2801, -1.6643], [1.8570, 1.6409, 0.4266], [0.4275, 1.7857, 0.3019], [-0.1184, 2.5936, 1.3429], [-1.3857, 3.2040, 0.7994], [-2.1351, 2.2078, 0.0673], [-3.0617, 1.4028, 0.8198], [-2.3933, 0.1091, 1.2035], [-1.6857, -0.3183, 0.0491], [-1.4998, -1.7433, -0.0011], [2.3338, 2.5647, 0.0992], [2.1423, 0.8093, -0.2076], [2.1064, 1.4160, 1.4642], [0.5786, 3.3950, 1.6003], [-0.2729, 1.9702, 2.2282], [-1.1535, 3.9764, 0.0683], [-2.0151, 3.6296, 1.5801], [-3.9022, 1.2215, 0.1495], [-3.4105, 1.9634, 1.6867], [-3.1561, -0.6230, 1.4824], [-1.6967, 0.2167, 2.0384], [-2.3583, -2.2031, -0.4935], [-1.3863, -2.1360, 1.0081], [-0.5847, -1.9308, -0.5491], [-8.0812, 2.1248, -2.5944], [-6.6824, 1.6805, -2.9144], [-6.0553, 0.6863, -2.1713], [-4.7697, 0.2607, -2.4821], [-4.1095, 0.8465, -3.5494], [-4.7151, 1.8388, -4.3144], [-5.9939, 2.2454, -3.9907], [-2.4571, 0.4178, -3.9625], [-2.3677, -0.0331, -5.3112], [-1.6753, 1.6784, -3.6667], [-1.9493, -0.5252, -2.8098], [-0.9384, -1.5200, -3.2376], [0.4334, -0.8858, -3.0441], [1.3604, -0.9597, -3.7887], [0.4687, -0.1715, -1.8766], [-8.4057, 1.7537, -1.6238], [-8.7801, 1.7537, -3.3459], [-8.1546, 3.2123, -2.5913], [-6.5867, 0.2232, -1.3483], [-4.2882, -0.5304, -1.9221], [-4.1873, 2.2854, -5.1475], [-6.4715, 3.0173, -4.5817], [-1.0601, -1.8206, -4.2761], [-1.0264, -2.4022, -2.6054], [-2.6860, 4.0828, -2.2052], [-1.1921, 4.8792, -3.0798], [-1.4524, 6.0810, -3.6718], [-0.4211, 6.7782, -4.3230], [0.8281, 6.2376, -4.3493], [1.0996, 4.9873, -3.7448], [2.4152, 4.4667, -3.8254], [2.7048, 3.2566, -3.2880], [1.6887, 2.5188, -2.6399], [0.3880, 2.9635, -2.4845], [0.0819, 4.2454, -3.0771], [-2.4500, 6.4958, -3.6358], [-0.6290, 7.7302, -4.7915], [1.6413, 6.7547, -4.8431], [3.1717, 5.0503, -4.3353], [3.6999, 2.8380, -3.3672], [1.9763, 1.5401, -2.2800], [1.2229, -4.6118, 4.2066], [1.1025, -4.9055, 2.7346], [0.7697, -6.2116, 2.3652], [0.6538, -6.5928, 1.0412], [0.8727, -5.6602, 0.0371], [1.1944, -4.3604, 0.3865], [1.3184, -3.9628, 1.7237], [1.8466, -1.8774, 1.7810], [1.9754, -1.1932, 3.8127], [3.1768, -0.6155, 4.2311], [3.2773, 0.0197, 5.4594], [2.1674, 0.0870, 6.2887], [0.9709, -0.4786, 5.8813], [0.8539, -1.1150, 4.6466], [-0.4753, -1.7284, 4.2830], [3.9312, -2.0882, 1.3551], [4.3644, -1.4027, 0.2203], [5.6863, -1.4529, -0.2006], [6.5955, -2.2002, 0.5265], [6.1749, -2.8960, 1.6507], [4.8512, -2.8636, 2.0805], [4.4565, -3.6765, 3.2816], [1.8991, -5.3248, 4.6817], [0.2536, -4.7142, 4.6988], [1.6017, -3.6144, 4.4045], [0.6101, -6.9459, 3.1471], [0.4028, -7.6156, 0.7925], [0.8004, -5.9434, -1.0050], [1.3778, -3.6402, -0.4082], [4.0520, -0.6698, 3.5929], [4.2194, 0.4525, 5.7698], [2.2359, 0.5700, 7.2547], [0.1084, -0.4384, 6.5380], [-1.2510, -0.9638, 4.1960], [-0.8047, -2.4268, 5.0535], [-0.4361, -2.2875, 3.3468], [3.6568, -0.8311, -0.3703], [5.9962, -0.9172, -1.0883], [7.6320, -2.2503, 0.2192], [6.8903, -3.4878, 2.2095], [5.3381, -4.0397, 3.8081], [3.8649, -4.5423, 2.9786], [3.8581, -3.0974, 3.9852]]
}